Computed, not measured: a 6-piece molecular cluster, C29H51Br2IO23S5 overall, with wB97M-V/def2-TZVPD.

Positions of all 111 atoms, in Å:
C (3.196, 3.428, 4.751)
C (2.413, 2.576, 3.579)
C (1.027, 1.846, 4.059)
I (0.226, 3.152, 5.683)
C (-0.086, 1.639, 2.825)
C (-1.155, 0.626, 3.484)
C (-2.710, 1.047, 3.578)
C (-3.128, 1.911, 4.949)
Br (-3.527, 2.009, 2.045)
O (-0.390, 3.037, 2.511)
C (0.025, 3.117, 1.071)
O (-0.409, 3.968, 0.125)
O (1.012, 2.034, 0.746)
C (0.461, 0.834, 1.461)
Br (-0.951, 0.282, 0.094)
C (1.798, -0.100, 1.592)
C (1.966, -1.280, 0.474)
C (2.751, -0.698, -0.879)
C (3.961, -1.774, -1.301)
C (1.744, -0.342, -2.122)
C (2.509, -0.062, -3.562)
C (2.090, 1.477, -4.066)
C (2.573, 2.666, -3.282)
C (1.628, 3.949, -2.893)
C (4.139, 2.667, -2.746)
H (3.275, 2.859, 5.787)
H (2.827, 4.546, 4.862)
H (4.325, 3.520, 4.372)
H (3.163, 1.694, 3.285)
H (2.312, 3.288, 2.656)
H (1.352, 0.802, 4.536)
H (-0.786, 0.391, 4.596)
H (-1.102, -0.434, 2.936)
H (-3.331, 0.032, 3.696)
H (-2.610, 1.408, 5.893)
H (-2.893, 3.054, 4.839)
H (-4.292, 1.714, 5.087)
H (1.810, -0.571, 2.685)
H (2.730, 0.631, 1.438)
H (2.734, -2.068, 0.938)
H (1.003, -1.892, 0.225)
H (3.338, 0.312, -0.630)
H (4.821, -1.145, -1.838)
H (4.488, -2.245, -0.344)
H (3.602, -2.578, -2.071)
H (0.925, -1.175, -2.209)
H (1.224, 0.694, -1.840)
H (3.678, -0.075, -3.496)
H (2.099, -0.822, -4.353)
H (1.433, 1.599, -5.049)
H (1.357, 4.620, -3.813)
H (2.175, 4.533, -2.018)
H (0.611, 3.526, -2.441)
H (4.625, 3.730, -2.929)
H (4.099, 2.483, -1.568)
H (4.768, 1.794, -3.207)
C (1.289, -3.990, -6.191)
C (2.313, -5.018, -6.663)
O (3.533, -4.650, -6.025)
S (3.194, -3.987, -4.574)
O (3.340, -5.012, -3.565)
O (3.850, -2.703, -4.493)
O (1.601, -3.742, -4.821)
H (1.394, -3.048, -6.740)
H (0.263, -4.354, -6.289)
H (2.431, -5.020, -7.750)
H (2.045, -6.025, -6.325)
C (-5.112, -4.100, 5.929)
C (-5.644, -2.950, 5.078)
O (-4.908, -1.804, 5.498)
S (-3.411, -2.271, 5.946)
O (-2.516, -2.048, 4.832)
O (-3.154, -1.766, 7.275)
O (-3.709, -3.870, 6.047)
H (-5.547, -4.081, 6.933)
H (-5.302, -5.075, 5.470)
H (-6.716, -2.792, 5.215)
H (-5.434, -3.116, 4.016)
C (3.895, 7.819, -5.725)
C (4.662, 6.725, -4.987)
O (3.977, 5.514, -5.297)
S (3.351, 5.630, -6.799)
O (4.262, 4.982, -7.718)
O (1.943, 5.315, -6.734)
O (3.515, 7.242, -6.973)
H (2.982, 8.093, -5.185)
H (4.503, 8.713, -5.887)
H (4.685, 6.889, -3.907)
H (5.687, 6.640, -5.363)
C (-1.953, -0.647, -8.072)
C (-1.015, 0.224, -7.241)
O (0.273, -0.370, -7.387)
S (0.382, -1.042, -8.869)
O (1.060, -0.108, -9.740)
O (0.793, -2.419, -8.718)
O (-1.207, -1.013, -9.232)
H (-2.218, -1.564, -7.535)
H (-2.866, -0.117, -8.356)
H (-1.304, 0.263, -6.189)
H (-0.964, 1.242, -7.642)
C (-7.920, -4.690, 11.094)
C (-6.830, -5.754, 10.999)
O (-7.171, -6.536, 9.857)
S (-7.904, -5.579, 8.759)
O (-6.915, -5.164, 7.790)
O (-9.161, -6.187, 8.389)
O (-8.208, -4.318, 9.747)
H (-8.834, -5.099, 11.537)
H (-7.597, -3.818, 11.669)
H (-6.780, -6.379, 11.894)
H (-5.851, -5.300, 10.818)

For the HOMO energy, the calculation gives -7.3045 eV. The value obtained for the LUMO energy is -0.02 eV. The value obtained for the molar mass is 1214.8 g mol⁻¹. Its orbital gap is 7.28 eV. As for the SMILES: CC[C@@H](I)[C@@]1(C[C@@H](C)Br)OC(=O)O[C@@]1(Br)CC[C@@H](C)CCC=C(C)C.O=S1(=O)OCCO1.O=S1(=O)OCCO1.O=S1(=O)OCCO1.O=S1(=O)OCCO1.O=S1(=O)OCCO1.

Löwdin atomic charge list, values in e, 6 entries: -0.25 -0.29 -0.55 0.92 -0.40 -0.19